Record 1
11
Properties=species:S:1:pos:R:3 method="wB97M-V/def2-TZVPD" smiles=O[C@H]1C[C@@H]1O charge=0 e_lumo_ev=0.93 max_force_ha_per_bohr=0.062
O 1.874 -0.744 -0.053
C 0.626 -0.481 0.517
C 0.069 0.688 -0.250
C -0.629 -0.715 -0.426
O -1.912 -0.949 0.196
H 2.198 -1.656 0.246
H 0.518 -0.655 1.603
H -0.544 1.400 0.386
H 0.748 1.209 -0.925
H -0.623 -1.170 -1.454
H -2.662 -0.787 -0.381


Record 2
11
Properties=species:S:1:pos:R:3 method="wB97M-V/def2-TZVPD" smiles="O=CCCO" charge=0 e_lumo_ev=0.76 max_force_ha_per_bohr=0.080
O 1.679 1.609 0.963
C 1.181 0.792 0.231
C -0.007 -0.033 0.681
C -0.632 -0.751 -0.438
O -0.946 0.047 -1.580
H 1.728 0.283 -0.615
H 0.274 -0.620 1.574
H -0.680 0.669 1.374
H 0.122 -1.595 -0.787
H -1.456 -1.300 -0.186
H -1.263 0.898 -1.216


Record 3
11
Properties=species:S:1:pos:R:3 method="wB97M-V/def2-TZVPD" charge=0 e_lumo_ev=0.45 max_force_ha_per_bohr=0.011
O 1.354 -0.998 0.497
C 0.240 -0.308 1.020
C -0.285 0.808 0.119
O -1.270 0.247 -0.783
C -0.935 -0.259 -1.931
H 1.038 -1.491 -0.266
H 0.588 0.144 1.944
H -0.827 1.550 0.705
H 0.534 1.271 -0.454
H -0.580 -1.010 1.221
H 0.144 0.046 -2.072


Record 4
11
Properties=species:S:1:pos:R:3 method="wB97M-V/def2-TZVPD" smiles="COC(C)=O" charge=0 e_lumo_ev=0.86 max_force_ha_per_bohr=0.153
C 1.710 0.116 0.098
O 0.570 0.020 -0.762
C -0.551 0.542 -0.237
C -1.584 -0.478 -0.030
O -0.758 1.648 -0.158
H 1.666 -0.441 1.046
H 2.593 -0.079 -0.499
H 1.747 1.194 0.481
H -2.503 -0.099 0.440
H -1.659 -1.186 -0.988
H -1.233 -1.237 0.610


Record 5
11
Properties=species:S:1:pos:R:3 method="wB97M-V/def2-TZVPD" smiles="COCC=O" charge=0 e_lumo_ev=0.94 max_force_ha_per_bohr=0.010
C -1.557 0.646 0.402
O -0.567 0.227 -0.509
C 0.509 -0.451 0.087
C 1.711 -0.380 -0.825
O 2.847 -0.433 -0.423
H -2.076 -0.202 0.874
H -1.142 1.289 1.195
H -2.283 1.228 -0.169
H 0.315 -1.533 0.199
H 0.777 -0.048 1.075
H 1.466 -0.342 -1.906


Record 6
11
Properties=species:S:1:pos:R:3 method="wB97M-V/def2-TZVPD" smiles=O[C@@H]1C[C@@H]1O charge=0 e_lumo_ev=0.77 max_force_ha_per_bohr=0.104
O -1.778 -0.910 -0.173
C -0.978 0.213 0.179
C 0.195 1.026 -0.476
C 0.461 -0.171 0.645
O 0.940 -1.275 -0.168
H -0.914 -1.458 -0.605
H -1.570 0.939 0.869
H 0.353 2.067 -0.163
H 0.666 0.726 -1.453
H 0.760 -0.101 1.745
H 1.866 -1.057 -0.400


Record 7
11
Properties=species:S:1:pos:R:3 method="wB97M-V/def2-TZVPD" smiles="COCC=O" charge=0 e_lumo_ev=0.90 max_force_ha_per_bohr=0.031
C -1.608 0.688 0.427
O -0.644 0.164 -0.478
C 0.505 -0.434 0.067
C 1.694 -0.364 -0.836
O 2.828 -0.273 -0.433
H -2.245 -0.097 0.855
H -1.159 1.265 1.250
H -2.248 1.367 -0.149
H 0.572 -1.564 0.009
H 0.723 -0.076 1.080
H 1.426 -0.644 -1.880


Record 8
11
Properties=species:S:1:pos:R:3 method="wB97M-V/def2-TZVPD" charge=0 e_lumo_ev="-0.70 / -0.29" max_force_ha_per_bohr=0.017
C 1.189 0.053 -1.030
O 0.274 0.879 -0.688
C -0.547 0.885 0.355
C -0.338 0.086 1.528
O -1.077 0.105 2.499
H 1.443 -0.797 -0.409
H -0.729 -1.452 -1.328
H 1.710 0.302 -1.944
H -1.230 -1.198 -0.828
H -1.271 1.686 0.315
H 0.577 -0.549 1.531


Record 9
11
Properties=species:S:1:pos:R:3 method="wB97M-V/def2-TZVPD" charge=0 e_lumo_ev=0.49 max_force_ha_per_bohr=0.022
C -0.534 -1.278 -0.185
C 0.507 -0.149 -0.089
O 0.701 0.479 -1.332
C 0.079 0.830 0.980
O -0.047 2.071 0.542
H -0.215 -1.998 -0.947
H -0.641 -1.794 0.778
H -1.509 -0.869 -0.479
H 1.459 -0.579 0.277
H 0.480 1.424 -1.199
H -0.281 1.862 1.654


Record 10
11
Properties=species:S:1:pos:R:3 method="wB97M-V/def2-TZVPD" smiles="COCC=O" charge=0 e_lumo_ev=0.84 max_force_ha_per_bohr=0.010
C -1.320 0.705 0.140
O -0.898 -0.595 0.476
C 0.370 -0.997 0.017
C 1.444 0.068 -0.135
O 2.619 -0.199 -0.053
H -0.854 1.457 0.796
H -1.103 0.967 -0.908
H -2.405 0.734 0.289
H 0.281 -1.496 -0.965
H 0.752 -1.742 0.721
H 1.113 1.098 -0.377


Record 11
13
Properties=species:S:1:pos:R:3 method="wB97M-V/def2-TZVPD" smiles="COC(=O)[PH2]=C=P" charge=0 e_lumo_ev=-0.06 max_force_ha_per_bohr=0.072
C 0.010 -1.958 -1.722
O 0.365 -1.075 -0.564
C 0.080 0.271 -0.614
O -0.511 0.796 -1.496
P 0.736 0.864 0.972
C -0.643 1.665 1.718
P -0.842 3.222 2.369
H 1.073 -2.168 -2.030
H -0.694 -1.675 -2.488
H -0.300 -2.998 -1.353
H 0.606 -0.317 1.696
H 2.207 0.629 0.713
H -2.087 2.744 2.799


Record 12
12
Properties=species:S:1:pos:R:3 method="wB97M-V/def2-TZVPD" charge=0 e_lumo_ev="0.34 / 0.25" max_force_ha_per_bohr=0.094
C 1.103 -1.095 -1.065
C 0.482 0.636 0.313
C -1.000 0.288 0.347
O 0.669 1.897 -0.193
O -1.394 -1.050 0.589
S 1.720 -0.605 0.498
H 0.397 -1.806 -1.159
H 1.506 -0.530 -1.883
H -1.569 0.475 -0.509
H -1.570 0.756 1.192
H 1.223 2.374 0.404
H -1.566 -1.340 1.467


Record 13
12
Properties=species:S:1:pos:R:3 method="wB97M-V/def2-TZVPD" charge=0 e_lumo_ev=0.12 max_force_ha_per_bohr=0.092
C 1.069 -0.438 -1.107
C 0.256 0.060 0.028
C -0.759 -0.640 0.959
O -0.432 1.838 -0.324
O -2.044 -0.284 0.487
S 1.993 0.048 0.451
H 1.047 -1.531 -1.163
H 1.281 0.161 -1.955
H -0.279 -0.233 1.931
H -0.591 -1.804 0.914
H 0.434 2.130 -0.520
H -1.975 0.693 0.299


Record 14
12
Properties=species:S:1:pos:R:3 method="wB97M-V/def2-TZVPD" smiles="O=C(O)CCS" charge=0 e_lumo_ev=0.71 max_force_ha_per_bohr=0.014
O 1.312 1.447 -1.590
C 0.919 1.260 -0.466
O 1.625 1.670 0.606
C -0.350 0.545 -0.093
C -0.191 -0.963 -0.145
S -1.500 -1.870 0.694
H 2.406 2.106 0.234
H -0.624 0.830 0.921
H -1.144 0.876 -0.760
H 0.741 -1.269 0.329
H -0.087 -1.316 -1.169
H -2.488 -1.507 -0.136


Record 15
12
Properties=species:S:1:pos:R:3 method="wB97M-V/def2-TZVPD" smiles="CC(C)=S(=O)=O" charge=0 e_lumo_ev=-1.12 max_force_ha_per_bohr=0.046
C 0.666 1.283 0.004
C -0.036 0.001 0.256
C 0.666 -1.282 0.007
S -1.673 0.000 -0.183
O -2.369 -1.240 0.062
O -2.372 1.238 0.066
H 1.245 1.283 -0.922
H -0.051 2.100 -0.012
H 1.366 1.464 0.821
H 1.345 -1.475 0.839
H 1.266 -1.276 -0.906
H -0.054 -2.095 -0.033


Record 16
12
Properties=species:S:1:pos:R:3 method="wB97M-V/def2-TZVPD" charge=0 e_lumo_ev=0.68 max_force_ha_per_bohr=0.047
C -0.922 0.448 -0.833
C -0.521 -0.568 0.238
C 0.283 0.650 0.154
O 2.812 0.934 0.753
O 2.529 -1.243 -0.396
S 2.013 0.458 -0.373
H -0.803 0.321 -1.901
H -1.832 1.030 -0.618
H -1.193 -0.600 1.048
H -0.107 -1.457 -0.094
H 0.290 1.260 1.046
H 3.339 -1.121 0.112


Record 17
12
Properties=species:S:1:pos:R:3 method="wB97M-V/def2-TZVPD" smiles="COC(=O)CO" charge=0 e_lumo_ev=0.78 max_force_ha_per_bohr=0.013
C 1.734 -0.513 0.042
O 0.863 -0.025 1.070
C -0.061 0.690 0.347
O 0.130 1.795 -0.080
C -1.307 -0.139 0.150
O -2.038 0.148 -1.004
H 1.213 -0.394 -0.914
H 2.639 0.094 0.019
H 1.943 -1.572 0.191
H -1.027 -1.195 0.112
H -1.871 0.015 1.083
H -2.220 1.096 -1.015


Record 18
12
Properties=species:S:1:pos:R:3 method="wB97M-V/def2-TZVPD" smiles="CC(=O)C(O)O" charge=0 e_lumo_ev=0.40 max_force_ha_per_bohr=0.081
C 1.425 0.838 -0.158
C 0.636 -0.424 -0.109
O 1.122 -1.534 0.214
C -0.838 -0.461 0.257
O -1.616 -0.789 -0.878
O -1.359 0.694 0.849
H 1.066 1.453 -0.988
H 2.488 0.617 -0.268
H 1.278 1.401 0.768
H -0.440 -1.538 0.830
H -2.172 -1.541 -0.629
H -1.590 1.285 0.112


Record 19
12
Properties=species:S:1:pos:R:3 method="wB97M-V/def2-TZVPD" smiles="CC=O.O=CO" charge=0 e_lumo_ev=0.82 max_force_ha_per_bohr=0.066
C 0.783 1.074 1.217
C 0.946 -0.374 1.491
O 0.049 -1.176 1.510
H 0.458 1.081 0.143
H 1.599 1.788 1.243
H -0.204 1.583 1.396
H 1.992 -0.673 1.612
O -0.521 -0.128 -2.995
C -1.203 -0.635 -2.135
O -0.860 -0.259 -0.879
H -2.090 -1.256 -2.327
H -0.950 -1.025 -0.277


Record 20
12
Properties=species:S:1:pos:R:3 method="wB97M-V/def2-TZVPD" smiles="C1CO1.O=CO" charge=0 e_lumo_ev=0.97 max_force_ha_per_bohr=0.013
C -1.667 -0.386 0.673
C -0.329 -0.922 0.897
O -0.563 0.496 0.855
H -2.060 -0.399 -0.343
H -2.395 -0.367 1.476
H 0.217 -1.351 0.062
H -0.007 -1.254 1.878
O 1.994 -0.139 -0.428
C 1.716 0.711 -1.243
O 0.608 1.439 -1.273
H 2.385 0.972 -2.072
H 0.077 1.197 -0.461